Arrangement A

Computed, not measured: a 2-piece molecular cluster, C3H3O2 overall, with ωB97M-V with the def2-TZVPD basis set.

Positions of all 8 atoms, in Å:
C: 0.5940 0.8721 0.0418
C: 0.9692 -0.4356 0.0833
C: -1.1395 -0.3370 0.0251
O: -0.7543 0.8866 0.0049
O: -0.1655 -1.1672 0.0631
H: 1.1376 1.8002 0.0179
H: 1.9250 -0.9282 0.1061
H: -2.5665 -0.6910 -0.3422

Summary:
* net charge: +1
* lowest unoccupied orbital energy: -5.535 eV

---

Arrangement B

Computed, not measured: an isolated ion of composition C3H3O2 and charge +1, with ωB97M-V with the def2-TZVPD basis set.

Positions of all 8 atoms, in Å:
C: -1.5799 -0.0382 0.3248
C: 0.0217 0.5571 -0.0514
C: 1.0325 -0.1391 -0.0439
O: -2.2815 -0.6116 -0.3643
O: 2.0851 -0.7425 0.0954
H: -1.6021 0.4062 1.2983
H: -0.1505 1.4625 -0.5126
H: 2.4748 -0.8945 -0.7463

Summary:
* net charge: +1
* lowest unoccupied orbital energy: -6.052 eV

---

The structure with the most favorable energy is arrangement A; the runner-up is 20.9 kcal/mol above it.

---

Arrangement A

Computed, not measured: a 2-piece molecular cluster, C2H4NO2 overall, with ωB97M-V with the def2-TZVPD basis set.

Positions of all 9 atoms, in Å:
C: 0.2487 -0.9214 0.0746
C: 0.0499 0.4428 -0.5559
N: 1.1399 0.1883 0.0610
O: 2.3021 0.4953 0.5713
O: -1.5842 1.2189 0.3747
H: -0.3215 -1.2317 0.8221
H: 0.3493 -1.7472 -0.6419
H: -0.2328 1.1895 -1.2884
H: -1.9514 0.3653 0.5826

Summary:
* net charge: -1
* lowest unoccupied orbital energy: 4.471 eV

---

Arrangement B

Computed, not measured: a 2-piece molecular cluster, C2H4NO2 overall, with ωB97M-V with the def2-TZVPD basis set.

Positions of all 9 atoms, in Å:
O: 0.5403 0.4345 -1.3260
C: 1.4223 0.0135 -0.5191
N: 2.6553 0.4042 -0.3261
C: -2.1449 -0.2899 0.7936
O: -2.6676 0.6215 1.3522
H: 1.1610 -0.9977 -0.1140
H: 2.7128 1.3064 -0.7938
H: -2.5171 -1.3197 0.6303
H: -1.1620 -0.1728 0.3030

Summary:
* net charge: -1
* lowest unoccupied orbital energy: 3.902 eV

---

Arrangement C

Computed, not measured: an isolated ion of composition C2H4NO2 and charge -1, with ωB97M-V with the def2-TZVPD basis set.

Positions of all 9 atoms, in Å:
N: 0.5405 1.1867 0.1621
C: 0.3814 -0.2850 0.2620
C: -0.6748 -0.7848 -0.7516
O: -0.3797 -1.7641 -1.4618
O: -1.7248 -0.0961 -0.7444
H: 0.9222 1.5170 1.0439
H: -0.4130 1.5467 0.1130
H: 0.0037 -0.5481 1.2601
H: 1.3443 -0.7724 0.1166

Summary:
* net charge: -1
* lowest unoccupied orbital energy: 4.555 eV
* structure (SMILES): NCC(=O)[O-]

---

The structure with the most favorable energy is arrangement C; the runner-up is 39.6 kcal/mol above it.

---

Arrangement A

Computed, not measured: an isolated ion of composition C2H4NO2 and charge -1, with ωB97M-V with the def2-TZVPD basis set.

Positions of all 9 atoms, in Å:
O: 1.4434 -1.7899 0.9893
N: 0.9798 -0.5827 0.7359
C: -0.4216 -0.3149 0.6944
C: 0.3193 -0.1199 -0.5702
O: 0.9254 1.0844 -1.0759
H: -0.7341 0.5136 1.2306
H: -1.1336 -1.1699 0.7631
H: -0.0341 -0.7633 -1.3948
H: 1.8661 0.9949 -0.7980

Summary:
* net charge: -1
* lowest unoccupied orbital energy: 4.452 eV
* structure (SMILES): [O-]N1C[C@H]1O

---

Arrangement B

Computed, not measured: an isolated ion of composition C2H4NO2 and charge -1, with ωB97M-V with the def2-TZVPD basis set.

Positions of all 9 atoms, in Å:
C: 0.3536 0.2661 0.1874
C: -1.0627 -0.2523 -0.0991
N: 1.1462 -0.3464 1.2836
O: 1.3311 0.4546 2.2791
O: -1.3014 -0.3674 -1.5822
H: 0.8005 0.0833 -0.7174
H: 0.4244 1.3633 0.2623
H: -1.1816 -1.3071 0.2728
H: -0.5100 0.1059 -1.8865

Summary:
* net charge: -1
* lowest unoccupied orbital energy (spin up / spin down): 4.285 / 4.010 eV

---

The structure with the most favorable energy is arrangement A; the runner-up is 26.2 kcal/mol above it.

---

Arrangement A

Computed, not measured: one molecule with the formula C3H3Cl2F, with ωB97M-V with the def2-TZVPD basis set.

Positions of all 9 atoms, in Å:
C: -0.8687 0.0341 2.3249
C: -0.0988 -0.0101 1.2521
F: 1.1412 -0.4802 1.2851
C: -0.4908 0.2491 -0.2151
Cl: 0.6157 1.3812 -1.0071
Cl: -0.4788 -1.2891 -1.1690
H: -0.4913 -0.0254 3.3342
H: -1.8588 0.3851 2.2384
H: -1.4986 0.7581 -0.3171

Summary:
* net charge: 0
* lowest unoccupied orbital energy: 0.793 eV
* structure (SMILES): C=C(F)C(Cl)Cl

---

Arrangement B

Computed, not measured: one molecule with the formula C3H3Cl2F, with ωB97M-V with the def2-TZVPD basis set.

Positions of all 9 atoms, in Å:
C: 0.3765 -0.1555 -0.2417
C: -0.4913 -0.5355 0.7090
C: -0.1335 -1.3790 1.8331
F: 1.1866 -1.3487 2.1905
Cl: -1.1842 -1.3334 3.2222
Cl: -0.2184 -3.3659 0.8617
H: 0.0737 0.3363 -1.0649
H: 1.4341 -0.2763 -0.2486
H: -1.5502 -0.2104 0.8411

Summary:
* net charge: 0
* lowest unoccupied orbital energy: -1.091 eV
* structure (SMILES): C=CC(F)(Cl)Cl

---

Arrangement C

Computed, not measured: one molecule with the formula C3H3Cl2F, with ωB97M-V with the def2-TZVPD basis set.

Positions of all 9 atoms, in Å:
F: -0.7695 -1.6927 1.0544
C: -0.0779 -0.5281 0.9776
C: -0.5064 0.5595 0.0838
Cl: -0.1694 2.1849 0.7372
C: 0.6970 -0.1964 -0.2607
Cl: 0.5041 -1.2767 -1.6540
H: 0.4456 -0.2517 1.9265
H: -1.4703 0.6397 -0.3849
H: 1.5850 0.3959 -0.2492

Summary:
* net charge: 0
* lowest unoccupied orbital energy: 0.726 eV
* structure (SMILES): FC1[C@@H](Cl)[C@@H]1Cl

---

The structure with the most favorable energy is arrangement A; the runner-up is 10.8 kcal/mol above it.

---

Arrangement A

Computed, not measured: C6H27NO8 as an isolated structure, with ωB97M-V with the def2-TZVPD basis set.

Positions of all 42 atoms, in Å:
C: 12.7237 9.2247 -10.9688
O: 11.9467 8.8167 -9.8371
C: 11.0009 7.7128 -9.9305
C: 10.1089 7.7411 -8.7076
N: 10.8528 7.3860 -7.5145
C: 10.0328 7.3520 -6.2888
C: 10.8290 6.7072 -5.1842
O: 11.4354 5.4781 -5.6204
C: 11.2842 4.3070 -4.7407
H: 13.0392 8.3334 -11.5111
H: 13.6082 9.7675 -10.6355
H: 12.1148 9.8840 -11.5873
H: 11.4487 6.7227 -10.0162
H: 10.4865 7.8217 -10.8853
H: 9.3383 6.9805 -8.8333
H: 9.6167 8.7108 -8.6332
H: 11.3693 6.5268 -7.6375
H: 9.1340 6.7376 -6.3430
H: 9.7158 8.3821 -6.1260
H: 10.2363 6.6237 -4.2733
H: 11.6657 7.3969 -5.0726
H: 10.2589 3.9796 -4.5681
H: 11.6278 4.5832 -3.7439
H: 11.8337 3.5418 -5.2890
O: 11.1050 9.4330 -2.8984
H: 11.4206 8.5728 -3.1752
H: 10.1749 9.2998 -2.7153
O: 13.7562 5.6495 -4.3026
H: 14.2421 4.8249 -4.3156
H: 14.2205 6.2115 -4.9229
O: 11.9329 7.0756 -3.3798
H: 12.5316 6.5352 -2.8642
H: 12.4974 7.5283 -4.0064
O: 13.3628 6.1518 -2.2798
H: 13.7460 5.7160 -3.0410
H: 13.8901 5.8504 -1.5400
O: 13.0220 8.2064 -5.2282
H: 13.8814 8.5986 -5.0742
H: 12.7727 8.5097 -6.1012
O: 9.8088 6.7841 -3.2142
H: 10.7335 6.8209 -3.4589
H: 9.8093 6.8686 -2.2607

Summary:
* net charge: 0
* lowest unoccupied orbital energy: -0.229 eV

---

Arrangement B

Computed, not measured: a 8-piece molecular cluster, C6H27NO8 overall, with ωB97M-V with the def2-TZVPD basis set.

Positions of all 42 atoms, in Å:
C: 1.2178 -0.2887 2.6983
C: -0.2096 -0.7871 2.2720
C: -1.0224 0.2499 1.6127
O: -1.8712 0.8873 2.1397
N: -0.8839 0.4021 0.2460
C: -1.1838 1.7929 -0.3783
C: -0.0578 -0.3532 -0.7394
C: -1.0404 -0.6601 -1.9530
H: 1.9279 -1.1081 2.2785
H: 1.3811 -0.2262 3.6547
H: 1.3442 0.7254 2.1977
H: 0.0487 -1.6572 1.6129
H: -0.7753 -1.0221 3.1910
H: -1.5824 2.4166 0.4734
H: -2.0473 1.7431 -1.0190
H: -0.3247 2.3039 -0.8414
H: 0.8720 0.2398 -1.0970
H: 0.4023 -1.2199 -0.2356
H: -1.9263 0.0460 -2.1779
H: -1.8106 -1.5638 -1.7616
H: -0.5543 -0.7701 -2.8320
O: 1.1525 2.4409 -3.5393
H: 0.5571 1.9621 -2.9707
H: 1.7291 1.8526 -3.9925
O: 3.7497 -1.2357 -1.2325
H: 3.7220 -2.1848 -1.5416
H: 2.9605 -1.2355 -0.6508
O: -1.1848 -3.1564 0.3410
H: -1.7886 -3.5798 -0.2419
H: -1.6609 -2.4981 0.9103
O: -3.0497 -1.2728 1.1167
H: -3.1298 -0.6405 1.8317
H: -3.5979 -0.8069 0.3111
O: 0.4059 3.0615 2.4430
H: 0.1403 2.6301 1.5772
H: -0.3923 3.4908 2.8206
O: 1.5258 3.5482 -1.1238
H: 2.3972 3.0899 -1.0373
H: 1.3508 3.3916 -2.0390
O: 1.2499 -3.0943 -0.8460
H: 0.4697 -2.9721 -0.3897
H: 1.4897 -3.9413 -1.0880

Summary:
* net charge: 0
* lowest unoccupied orbital energy: 0.212 eV
* structure (SMILES): CCC(=O)N(C)CC.O.O.O.O.O.O.O

---

The structure with the most favorable energy is arrangement B; the runner-up is 214.3 kcal/mol above it.

---

Arrangement A

Computed, not measured: a 2-piece molecular cluster, C2H7OS overall, with ωB97M-V with the def2-TZVPD basis set.

Positions of all 11 atoms, in Å:
O: 2.4277 -0.7820 0.9190
H: 2.1491 -0.8050 0.0028
C: -1.4021 1.1656 0.9030
S: -0.1428 1.2671 -0.2026
C: -0.2352 -0.3542 -1.1991
H: -1.1885 0.8590 1.9216
H: -2.4418 1.0861 0.5955
H: 1.6228 -0.4364 1.3222
H: -1.2738 -0.6699 -1.2233
H: 0.0742 -0.1957 -2.2448
H: 0.4104 -1.1344 -0.7942

Summary:
* net charge: -1
* lowest unoccupied orbital energy: 4.096 eV

---

Arrangement B

Computed, not measured: C2H7OS as an isolated structure, with ωB97M-V with the def2-TZVPD basis set.

Positions of all 11 atoms, in Å:
C: -1.8817 -0.7154 -0.8560
O: -0.6767 -1.3905 -0.9342
H: -1.7784 0.3188 -0.4819
H: -2.4037 -0.6887 -1.8290
H: -2.5775 -1.1840 -0.1316
C: 1.3522 0.1501 -0.3047
S: 0.6671 0.8784 1.1872
H: 1.5358 0.9341 -1.0491
H: 2.3136 -0.3249 -0.1023
H: 0.2394 -0.6476 -0.6864
H: 1.7062 1.5570 1.7335

Summary:
* net charge: -1
* lowest unoccupied orbital energy: 3.770 eV

---

Arrangement C

Computed, not measured: a 2-piece molecular cluster, C2H7OS overall, with ωB97M-V with the def2-TZVPD basis set.

Positions of all 11 atoms, in Å:
O: 3.0084 -0.1276 -0.7815
H: 3.1651 0.0535 -1.7231
C: 0.6305 -0.2433 0.3829
S: -0.5650 0.3777 -0.6753
C: -2.1894 0.2420 0.2090
H: 0.8625 0.4054 1.2252
H: 0.6899 -1.3118 0.5664
H: 1.9529 -0.1037 -0.3775
H: -2.5877 -0.7726 0.1619
H: -2.9255 0.9261 -0.2305
H: -2.0417 0.5542 1.2426

Summary:
* net charge: -1
* lowest unoccupied orbital energy: 3.941 eV

---

Arrangement D

Computed, not measured: a 2-piece molecular cluster, C2H7OS overall, with ωB97M-V with the def2-TZVPD basis set.

Positions of all 11 atoms, in Å:
S: -2.7786 0.1959 -0.2326
H: -3.5405 0.1171 -1.3600
C: 1.0074 -0.3241 -0.3732
O: -0.1281 -0.6455 -1.2806
C: 0.7919 0.4672 0.9306
H: 1.3714 -1.2339 0.0932
H: 1.8375 0.1967 -0.9224
H: -1.1075 -0.7092 -0.8141
H: 0.0552 0.1120 1.5517
H: 1.7735 0.2271 1.5587
H: 0.7178 1.5967 0.8488

Summary:
* net charge: -1
* lowest unoccupied orbital energy: 4.131 eV

---

The structure with the most favorable energy is arrangement D; the runner-up is 19.5 kcal/mol above it.